{"formula": "C4H10OS2", "method": "wB97M-V/def2-TZVPD", "symbols": ["C", "S", "S", "C", "C", "C", "O", "H", "H", "H", "H", "H", "H", "H", "H", "H", "H"], "coordinates": [[0.667697, -0.023612, 2.343510], [0.789557, -1.353189, 1.217577], [-0.931757, -1.324904, 0.134291], [-0.572384, -0.429130, -1.401275], [-0.955631, 1.033635, -1.561261], [-0.106495, 2.046325, -0.739180], [1.037040, 2.434628, -1.480660], [1.097324, 0.881889, 1.908730], [-0.384480, 0.118049, 2.608966], [1.160445, -0.190683, 3.299188], [0.466246, -0.592523, -1.696331], [-1.153930, -1.057305, -2.079003], [-1.990158, 1.328530, -1.318668], [-0.780232, 1.203199, -2.631497], [-0.636146, 2.999381, -0.709380], [0.027198, 1.585734, 0.247923], [1.645222, 1.747977, -1.774300]], "atomic_forces_ev_per_a": [[-0.5526, 1.5133, 0.8046], [0.4221, -1.3621, -0.6190], [0.0858, 0.2405, 0.3269], [-0.4481, -0.3829, -0.0615], [0.1356, 0.8135, 0.3721], [-0.4950, -0.8725, -1.8113], [0.9008, 0.4600, 0.3181], [-0.2193, 0.0609, 0.1891], [0.1291, 0.2188, -0.2015], [0.3239, -0.4678, -0.1473], [0.0565, 0.0017, 0.2433], [-0.0463, 0.2614, -0.3385], [0.0637, -0.9103, -0.2214], [-0.2366, 0.4990, 0.1731], [-0.2052, -0.2579, 0.5775], [0.4933, 0.5444, -0.0263], [-0.4077, -0.3600, 0.4222]], "nbo_charge": [-0.798, 0.107, 0.089, -0.549, -0.443, -0.059, -0.735, 0.214, 0.237, 0.238, 0.220, 0.228, 0.215, 0.217, 0.187, 0.162, 0.470], "spin_multiplicity": 1, "largest_force_ev_per_a": 2.07, "gap_ev": 9.70, "molar_mass_g_mol": 138.26, "smiles": "CSSCCCO", "de_lowest_kj_mol": 97.16}


{"formula": "C3H8NO", "method": "wB97M-V/def2-TZVPD", "symbols": ["C", "N", "H", "H", "H", "H", "O", "C", "C", "H", "H", "H", "H"], "coordinates": [[0.661002, -0.438546, 2.210671], [0.403914, 0.789987, 1.970583], [0.443742, -1.140322, 1.408146], [0.982195, -0.752993, 3.195984], [-0.054496, 1.378943, 2.667624], [0.264945, 1.137555, 1.016967], [-1.345676, 1.207458, -0.925713], [-0.940163, 0.507152, -1.820225], [0.034376, -0.631818, -1.709312], [-1.374851, 0.613421, -2.830562], [-0.480911, -1.576334, -1.631204], [0.631577, -0.668788, -2.622412], [0.774347, -0.425714, -0.930548]], "atomic_forces_ev_per_a": [[-0.5068, 0.2297, -0.3612], [-1.0471, 0.0575, -0.1831], [1.1381, -0.1095, -0.1407], [-0.5571, -0.0825, 0.1990], [1.2908, 0.4056, 0.4525], [-0.6020, -0.4343, -0.1384], [0.7640, -0.0729, 0.5035], [-0.7969, -0.5064, -0.5439], [0.9104, 1.1058, -0.2973], [0.0191, 0.1810, 0.0302], [-0.1782, -0.3073, 0.2873], [-0.1616, -0.0954, -0.1326], [-0.2726, -0.3713, 0.3247]], "nbo_charge": [0.182, -0.588, 0.237, 0.240, 0.458, 0.459, -0.553, 0.460, -0.731, 0.131, 0.261, 0.256, 0.189], "spin_multiplicity": 1, "largest_force_ev_per_a": 1.46, "gap_ev": 7.58, "molar_mass_g_mol": 74.10, "de_lowest_kj_mol": 136.55, "total_charge": 1}


{"formula": "C25H72N6O8", "method": "wB97M-V/def2-TZVPD", "symbols": ["C", "O", "C", "C", "C", "N", "H", "H", "H", "H", "H", "H", "H", "H", "H", "H", "H", "C", "O", "C", "C", "C", "N", "H", "H", "H", "H", "H", "H", "H", "H", "H", "H", "H", "C", "O", "C", "C", "C", "N", "H", "H", "H", "H", "H", "H", "H", "H", "H", "H", "H", "C", "O", "C", "C", "C", "N", "H", "H", "H", "H", "H", "H", "H", "H", "H", "H", "H", "C", "O", "C", "C", "C", "N", "H", "H", "H", "H", "H", "H", "H", "H", "H", "H", "H", "C", "O", "C", "C", "C", "N", "H", "H", "H", "H", "H", "H", "H", "H", "H", "H", "H", "C", "O", "H", "H", "H", "H", "O", "H", "H"], "coordinates": [[1.825479, 2.950646, -1.638014], [1.153688, 3.383586, -2.794813], [0.381336, 4.543664, -2.588624], [-0.095371, 5.046933, -3.947473], [-0.725341, 6.417809, -3.852536], [-1.040816, 4.107054, -4.573195], [2.274787, 1.983917, -1.882464], [1.109581, 2.820752, -0.819015], [2.676985, 3.586975, -1.372431], [-0.476624, 4.365140, -1.923217], [1.006062, 5.321084, -2.118273], [0.797746, 5.116897, -4.574085], [-1.699337, 6.399597, -3.353856], [-0.897099, 6.851217, -4.837728], [-0.095273, 7.118521, -3.298775], [-0.599351, 3.191285, -4.556568], [-1.798012, 3.998746, -3.897952], [0.858245, -2.033628, 7.248736], [0.447246, -2.039039, 5.903048], [-0.005042, -0.772762, 5.471313], [-0.209080, -0.818000, 3.969715], [0.964623, -1.440702, 3.233023], [-0.419769, 0.513661, 3.370085], [1.651203, -1.286783, 7.412875], [1.251075, -3.013894, 7.493899], [0.035002, -1.723840, 7.904931], [-0.917555, -0.528771, 6.028143], [0.772321, -0.016660, 5.673880], [-1.085178, -1.425615, 3.716068], [0.842447, -1.283898, 2.161660], [1.072419, -2.509736, 3.406077], [1.896376, -0.970379, 3.569981], [0.461225, 1.020617, 3.480340], [-1.059569, 1.076185, 3.929284], [-4.596851, 0.526371, 1.613970], [-4.357928, -0.832041, 1.871600], [-3.081840, -1.241477, 1.447389], [-2.886892, -2.740553, 1.717166], [-1.551184, -3.192084, 1.138657], [-3.964776, -3.513596, 1.070341], [-4.723676, 0.733918, 0.544183], [-3.785620, 1.174394, 1.967436], [-5.515379, 0.810868, 2.126969], [-2.983240, -1.090103, 0.362642], [-2.288726, -0.661696, 1.939009], [-2.953361, -2.911179, 2.793233], [-1.521533, -4.275151, 1.274349], [-0.742063, -2.789258, 1.747863], [-1.448354, -2.908653, 0.092821], [-4.849777, -3.054319, 1.267059], [-3.861268, -3.418365, 0.061928], [5.371893, -0.038761, 4.593687], [4.694797, 0.566271, 3.504502], [5.417902, 0.490066, 2.291858], [4.619646, 1.099433, 1.163186], [3.344245, 0.321070, 0.869477], [5.409891, 1.152449, -0.083111], [6.174432, 0.613287, 4.948349], [5.790832, -1.006678, 4.299940], [4.617218, -0.207084, 5.358306], [6.338143, 1.081881, 2.418156], [5.677385, -0.543636, 2.030311], [4.314609, 2.130627, 1.354779], [3.537142, -0.711846, 0.569290], [2.739671, 0.837046, 0.123864], [2.737617, 0.267425, 1.778298], [5.580241, 0.211847, -0.423422], [6.311916, 1.580396, 0.095021], [-4.819106, -2.622105, -4.571618], [-4.276790, -1.679438, -3.691954], [-3.218258, -0.914031, -4.248947], [-2.574086, -0.125498, -3.131762], [-1.492546, 0.803879, -3.685678], [-1.957201, -1.068785, -2.188550], [-5.662382, -3.097763, -4.071341], [-4.111069, -3.407644, -4.861711], [-5.198727, -2.146188, -5.485732], [-2.479042, -1.575306, -4.717236], [-3.634772, -0.227017, -4.996024], [-3.332183, 0.513634, -2.665274], [-1.286897, 1.560206, -2.921712], [-1.777381, 1.336420, -4.594416], [-0.564463, 0.272638, -3.895887], [-1.672962, -0.557741, -1.356077], [-2.716567, -1.677162, -1.886826], [2.156104, -3.875980, 0.393858], [2.351780, -3.527214, -0.962754], [1.203478, -2.920381, -1.535476], [1.517056, -2.465811, -2.965674], [2.138750, -1.075438, -2.949913], [0.334132, -2.498945, -3.833877], [2.341122, -4.949420, 0.518671], [1.133797, -3.709971, 0.735003], [2.883823, -3.362809, 1.028089], [0.370345, -3.635092, -1.546667], [0.900516, -2.041872, -0.946824], [2.282929, -3.140616, -3.358768], [2.596162, -0.851571, -3.912942], [2.896187, -0.971352, -2.167664], [1.393469, -0.305228, -2.722372], [0.067581, -3.478260, -3.893312], [-0.417844, -2.046413, -3.307432], [-2.286505, 3.502925, 0.571430], [-2.263770, 2.474372, -0.405231], [-1.618447, 4.317030, 0.268884], [-3.307242, 3.873828, 0.640601], [-1.962523, 3.156008, 1.557771], [-1.546662, 1.858394, -0.190407], [-0.345334, 0.545570, 0.389743], [0.604311, 0.701449, 0.354650], [-0.568326, 0.627280, 1.338185]], "atomic_forces_ev_per_a": [[0.1594, -0.6227, -0.4010], [-0.0985, -0.0286, -0.0188], [0.3398, 0.7024, -0.0777], [-0.0899, -0.2690, 0.0417], [-0.1833, 0.4998, 0.1165], [0.2409, -0.0118, 0.4196], [-0.1833, -0.0252, 0.0468], [0.1728, 0.1249, 0.2186], [-0.2951, 0.3308, 0.1803], [0.0026, -0.2183, -0.0053], [-0.0241, -0.0599, 0.0167], [-0.0540, -0.0847, -0.1004], [0.0514, -0.1694, 0.0658], [0.0367, -0.1562, -0.0635], [0.0434, -0.0753, -0.0027], [0.0697, 0.0360, -0.2204], [-0.1759, 0.0480, -0.2188], [0.0706, 0.7469, 0.0274], [0.0768, -0.1016, -0.1420], [0.4528, -0.3452, 0.0889], [-0.4688, -0.4043, -0.7994], [0.4261, 0.0177, 0.2637], [0.2771, 0.5614, 0.5295], [0.0561, -0.1377, -0.1117], [-0.1873, -0.1092, 0.0762], [-0.0379, -0.3667, 0.0846], [-0.0674, 0.3017, -0.1565], [-0.1075, 0.0435, 0.1394], [-0.1002, 0.1181, 0.2709], [0.0571, 0.0518, -0.0208], [-0.1417, 0.0166, 0.1510], [0.0253, 0.0076, -0.1578], [-0.0011, -0.0534, -0.1934], [-0.2469, -0.2441, -0.0835], [-0.2458, 0.4082, -0.1697], [0.0970, -0.0743, 0.3293], [0.3434, -0.4273, -0.1213], [-0.7004, 0.5876, -0.9409], [-0.3574, -0.3184, 1.1661], [0.0518, 0.1449, 0.0779], [0.0775, -0.1286, -0.0132], [0.0738, -0.1183, 0.0968], [0.0200, -0.0740, 0.0163], [0.0063, 0.1207, 0.0117], [-0.1176, 0.1019, 0.0450], [0.1269, -0.1240, 0.0378], [0.1541, -0.0280, -0.3782], [0.1157, 0.1639, -0.3045], [0.0936, -0.0312, -0.0425], [0.0022, -0.0867, 0.1563], [0.0962, -0.1266, 0.0103], [-0.2662, 0.0611, -0.4494], [-0.2132, -0.4045, -0.1249], [0.1043, 0.7893, 0.4961], [-0.3117, -0.1342, -1.2830], [-0.3597, 0.0643, 0.7358], [-0.0802, -0.0221, 0.3463], [0.0217, -0.0630, 0.1556], [0.0403, -0.0043, 0.0383], [0.1599, 0.0885, 0.2024], [0.1440, -0.2457, -0.1533], [0.0184, -0.0686, 0.1075], [0.2244, -0.0050, 0.4743], [0.0693, 0.0543, -0.2083], [0.2071, -0.0974, -0.2781], [0.0975, -0.0264, -0.0011], [0.0427, 0.0101, -0.0294], [0.0159, -0.0016, -0.1005], [-0.3703, -0.1305, -0.2955], [0.2254, -0.0364, 0.3046], [-0.3634, -0.0455, 0.1457], [0.5403, 0.3039, -0.6589], [0.1179, 0.2229, 0.3976], [-0.6111, 0.1444, 0.2436], [0.0348, 0.0311, 0.0459], [0.1556, 0.1189, 0.0563], [0.0651, -0.0005, 0.0062], [0.0393, 0.0380, -0.0624], [0.1305, -0.0328, -0.0960], [-0.1550, -0.1820, 0.0696], [0.1725, -0.0130, -0.0864], [-0.2825, -0.1097, 0.0138], [-0.0517, -0.1434, -0.0215], [0.2002, -0.0188, -0.0143], [0.1609, -0.1276, 0.0398], [0.3277, -0.6859, -0.0049], [-0.1907, 0.2642, 0.1291], [0.1173, 0.0382, -0.2394], [0.3275, 0.1469, 0.2539], [-0.0378, 0.2838, 0.1085], [0.2775, -0.1465, 0.3890], [0.0315, 0.0354, -0.0757], [0.0409, 0.2906, 0.0036], [-0.1855, 0.2233, 0.0453], [-0.0013, -0.0158, 0.0323], [-0.1169, -0.0812, 0.1001], [-0.1839, -0.1799, -0.0371], [-0.0520, 0.1137, 0.0042], [0.1104, -0.2587, -0.0864], [-0.1296, -0.1050, -0.1744], [-0.1671, 0.0649, -0.2184], [-0.0832, 0.0283, -0.1910], [0.2437, -0.1167, -0.3463], [-0.1177, -0.0137, 0.1211], [-0.1064, 0.1274, 0.1160], [0.0048, 0.0872, 0.0578], [-0.0810, -0.0741, 0.0190], [0.0805, -0.0239, -0.0899], [-0.1476, 0.1364, 0.0444], [0.0481, -0.0276, -0.0955], [0.1349, -0.2386, 0.1771]], "lowdin_charge": [-0.111, -0.184, -0.221, -0.438, -0.074, 0.050, 0.074, 0.079, 0.094, 0.117, 0.127, 0.141, 0.079, 0.077, 0.075, 0.040, 0.070, -0.108, -0.189, -0.208, -0.410, -0.063, 0.036, 0.086, 0.089, 0.089, 0.131, 0.129, 0.124, 0.057, 0.086, 0.082, 0.091, 0.090, -0.105, -0.176, -0.218, -0.417, -0.055, 0.045, 0.092, 0.076, 0.089, 0.110, 0.096, 0.136, 0.091, 0.044, 0.066, 0.066, 0.067, -0.100, -0.199, -0.223, -0.428, -0.051, 0.039, 0.088, 0.088, 0.082, 0.128, 0.132, 0.142, 0.086, 0.050, 0.055, 0.071, 0.067, -0.124, -0.194, -0.205, -0.413, -0.053, 0.061, 0.086, 0.088, 0.088, 0.129, 0.132, 0.140, 0.062, 0.076, 0.067, 0.046, 0.067, -0.105, -0.179, -0.218, -0.426, -0.063, 0.041, 0.088, 0.057, 0.079, 0.121, 0.114, 0.137, 0.080, 0.068, 0.058, 0.068, 0.018, -0.164, -0.154, 0.065, 0.078, 0.068, 0.013, -0.067, 0.019, 0.010], "spin_multiplicity": 1, "largest_force_ev_per_a": 1.33, "gap_ev": 9.15, "molar_mass_g_mol": 584.89, "smiles": "COC[C@H](C)N.COC[C@H](C)N.COC[C@H](C)N.COC[C@H](C)N.COC[C@H](C)N.COC[C@H](C)N.CO.O"}


{"formula": "C18H25NO4", "method": "wB97M-V/def2-TZVPD", "symbols": ["C", "C", "C", "C", "O", "C", "C", "C", "C", "C", "O", "O", "C", "C", "O", "N", "C", "C", "C", "C", "C", "C", "C", "H", "H", "H", "H", "H", "H", "H", "H", "H", "H", "H", "H", "H", "H", "H", "H", "H", "H", "H", "H", "H", "H", "H", "H", "H"], "coordinates": [[-6.585794, 0.306198, -2.274384], [-5.505870, -0.222189, -1.338176], [-6.117739, -0.928154, -0.130134], [-5.084820, -1.473535, 0.859782], [-4.435718, -0.440663, 1.579331], [-3.260472, 0.090818, 1.182099], [-2.816087, 1.174808, 1.952483], [-1.624217, 1.794878, 1.670105], [-0.829630, 1.351404, 0.609838], [0.442286, 2.045756, 0.345010], [0.849149, 2.997383, 0.964579], [1.124157, 1.484530, -0.681585], [2.378190, 2.052654, -1.022441], [3.572295, 1.146950, -0.690030], [4.691343, 1.466680, -1.026034], [3.241951, 0.029184, -0.021706], [4.179566, -0.983748, 0.432398], [5.021862, -1.583524, -0.716745], [6.464871, -1.174604, -0.422815], [6.511873, -1.122463, 1.100331], [5.199193, -0.426371, 1.445938], [-1.267375, 0.274026, -0.155182], [-2.466811, -0.349938, 0.122396], [-7.209052, -0.508175, -2.637522], [-7.222551, 1.020530, -1.757679], [-6.136622, 0.803691, -3.130277], [-4.867891, -0.920622, -1.885193], [-4.883847, 0.609689, -1.001249], [-6.731408, -1.764957, -0.470292], [-6.764684, -0.230319, 0.405119], [-5.601168, -2.058807, 1.627793], [-4.367493, -2.128193, 0.356631], [-3.438674, 1.504188, 2.769109], [-1.280553, 2.632039, 2.257890], [2.380427, 2.248104, -2.098251], [2.510749, 3.000864, -0.487479], [2.263193, -0.115197, 0.171207], [3.570952, -1.764127, 0.896661], [4.684250, -1.211596, -1.681917], [4.925355, -2.670011, -0.713719], [7.188038, -1.868516, -0.848324], [6.644434, -0.178180, -0.824646], [6.525893, -2.133463, 1.513308], [7.377462, -0.581031, 1.477268], [5.305939, 0.644803, 1.280291], [4.884667, -0.591749, 2.475529], [-0.665351, -0.072944, -0.980772], [-2.774270, -1.176088, -0.498528]], "atomic_forces_ev_per_a": [[0.2402, -0.0419, 0.0643], [-0.3023, 0.0104, 0.0728], [0.5739, 0.0447, 0.0928], [-0.5166, -0.2961, -0.2391], [0.1058, 0.2653, 0.0832], [0.3594, 0.2370, 0.0801], [-0.1728, -0.1719, -0.0633], [0.1503, -0.0527, -0.1762], [-0.2209, -0.1675, -0.0047], [0.1536, 0.3580, 0.2414], [-0.0937, -0.1769, -0.1000], [-0.1344, -0.2348, -0.1127], [0.5256, 0.5110, -0.0590], [-0.9173, 0.0215, 0.0686], [0.4199, 0.1258, -0.1467], [-0.4520, -0.2125, 0.2277], [0.1871, 0.0763, -0.0333], [0.0957, 0.0377, -0.0749], [0.0546, -0.1530, -0.0196], [-0.0075, 0.1240, -0.0336], [0.0204, -0.1125, 0.1208], [0.1777, 0.2757, 0.1437], [-0.3700, -0.2726, 0.0460], [-0.1077, -0.0522, -0.0698], [-0.1051, 0.0857, 0.0165], [-0.0493, 0.0671, -0.1162], [0.1103, 0.0121, 0.0271], [0.0748, -0.0516, -0.0309], [-0.0736, -0.0436, 0.0228], [-0.0948, -0.0406, 0.0384], [0.1470, 0.0236, -0.1238], [-0.0081, 0.0245, 0.0819], [-0.0641, 0.0425, 0.0966], [0.0136, 0.0676, 0.0637], [0.0183, -0.0830, 0.1539], [0.0411, -0.2281, -0.1615], [0.1170, 0.0746, -0.0840], [0.0414, 0.1042, -0.0576], [-0.0633, -0.0765, -0.0394], [-0.0087, -0.0360, -0.0224], [0.0650, 0.0092, -0.0506], [0.0431, 0.0007, -0.0298], [0.0564, -0.0579, 0.0414], [0.0651, -0.0412, 0.0777], [-0.0173, 0.0193, 0.0369], [-0.0449, 0.0579, 0.0400], [0.0228, -0.0318, -0.0582], [-0.0560, -0.0415, -0.0312]], "nbo_charge": [-0.599, -0.398, -0.418, -0.058, -0.491, 0.351, -0.272, -0.125, -0.243, 0.791, -0.591, -0.530, -0.178, 0.655, -0.634, -0.609, -0.044, -0.413, -0.407, -0.398, -0.415, -0.080, -0.344, 0.200, 0.203, 0.211, 0.191, 0.206, 0.205, 0.208, 0.196, 0.172, 0.228, 0.238, 0.214, 0.241, 0.410, 0.202, 0.221, 0.201, 0.205, 0.225, 0.189, 0.213, 0.223, 0.208, 0.220, 0.219], "spin_multiplicity": 1, "largest_force_ev_per_a": 0.92, "gap_ev": 9.46, "molar_mass_g_mol": 319.40, "smiles": "CCCCOc1ccc(C(=O)OCC(=O)NC2CCCC2)cc1", "de_lowest_kj_mol": 96.10}


Number 1: E -28027.5845 eV. Number 2: E -6769.7544 eV. Number 3: E -52410.8879 eV. Number 4: E -28752.7444 eV.